Record 1
{
  "formula": "C6H19CrN9O9",
  "method": "the ωB97M-V functional and the def2-TZVPD basis",
  "orbital_gap_ev": [7.141, 7.517],
  "multiplicity": 5,
  "total_charge": 0,
  "s_squared": 6.0040,
  "homo_energy_ha": [-0.256, -0.270],
  "relative_energy_kcal_mol": 0.0,
  "e_lumo_ha": [0.0060, 0.0059],
  "symbols": ["Cr", "C", "C", "O", "O", "H", "H", "H", "N", "O", "O", "O", "C", "O", "N", "N", "H", "H", "H", "H", "C", "O", "N", "N", "H", "H", "H", "H", "C", "O", "N", "N", "H", "H", "H", "H", "C", "O", "N", "N", "H", "H", "H", "H"],
  "positions_angstrom": [[0.54, -0.21, 0.16], [4.18, 0.87, 1.50], [2.71, 0.46, 1.32], [2.46, -0.75, 1.11], [1.87, 1.35, 1.06], [4.74, 0.35, 2.26], [4.16, 1.90, 1.86], [4.54, 1.00, 0.48], [2.01, -1.50, -2.94], [1.40, -1.48, -1.84], [1.49, -1.06, -4.00], [3.16, -1.96, -2.97], [0.56, 2.40, -1.79], [0.44, 1.24, -1.39], [-0.06, 2.98, -2.85], [1.26, 3.30, -1.07], [-0.69, 2.45, -3.43], [0.19, 3.91, -3.10], [1.91, 2.92, -0.39], [1.23, 4.26, -1.36], [-1.93, -1.06, -1.89], [-1.32, -0.89, -0.84], [-1.35, -0.83, -3.10], [-3.17, -1.59, -1.97], [-1.90, -1.01, -3.92], [-0.34, -0.71, -3.21], [-3.50, -1.64, -2.91], [-3.65, -1.69, -1.09], [-2.03, 1.15, 1.85], [-0.95, 0.64, 1.59], [-2.24, 2.04, 2.85], [-3.14, 1.07, 1.06], [-1.46, 2.24, 3.46], [-3.09, 2.54, 3.01], [-3.21, 0.42, 0.29], [-3.90, 1.68, 1.26], [-0.14, -2.73, 2.21], [0.01, -1.94, 1.28], [0.67, -2.69, 3.29], [-1.02, -3.77, 2.28], [0.73, -3.47, 3.91], [1.38, -1.97, 3.37], [-0.98, -4.28, 3.13], [-1.59, -3.96, 1.48]]
}



Record 2
{
  "formula": "C35H58FN8Si",
  "method": "the ωB97M-V functional and the def2-TZVPD basis",
  "orbital_gap_ev": 7.362,
  "total_charge": 1,
  "homo_energy_ha": -0.380,
  "e_lumo_ha": -0.1098,
  "symbols": ["C", "Si", "C", "C", "C", "C", "C", "C", "C", "C", "C", "C", "C", "C", "C", "F", "N", "C", "C", "C", "C", "C", "C", "C", "H", "H", "H", "H", "H", "H", "H", "H", "H", "H", "H", "H", "H", "H", "H", "H", "H", "H", "H", "H", "H", "H", "H", "H", "H", "H", "H", "H", "H", "H", "H", "H", "H", "H", "H", "H", "H", "C", "C", "N", "H", "H", "H", "C", "C", "N", "H", "H", "H", "C", "C", "N", "H", "H", "H", "C", "C", "N", "H", "H", "H", "C", "C", "N", "H", "H", "H", "C", "C", "N", "H", "H", "H", "C", "C", "N", "H", "H", "H"],
  "positions_angstrom": [[3.76, -4.36, 1.20], [2.10, -3.65, 1.75], [1.02, -5.09, 2.30], [1.32, -2.67, 0.34], [2.31, -1.98, -0.62], [2.57, -0.50, -0.28], [1.49, 0.46, -0.84], [0.79, 1.27, 0.28], [-0.61, 0.69, 0.58], [-1.03, 0.83, 2.04], [-2.55, 0.77, 2.22], [-3.13, -0.63, 2.49], [-2.41, -1.82, 1.84], [-3.02, -2.33, 0.51], [-3.80, -1.33, -0.29], [-3.02, -0.50, -1.02], [-4.71, -0.47, 0.55], [-4.58, -0.66, 2.04], [2.51, -2.45, 3.16], [1.95, -1.18, 3.24], [2.27, -0.27, 4.25], [3.20, -0.64, 5.23], [3.75, -1.92, 5.18], [3.43, -2.82, 4.16], [3.68, -4.89, 0.25], [4.14, -5.00, 2.00], [4.44, -3.52, 1.11], [0.53, -4.96, 3.26], [1.62, -6.00, 2.32], [0.24, -5.24, 1.55], [0.76, -3.39, -0.25], [0.57, -1.96, 0.70], [3.26, -2.49, -0.70], [1.87, -2.00, -1.61], [3.54, -0.24, -0.71], [2.65, -0.33, 0.78], [0.76, -0.16, -1.37], [1.96, 1.16, -1.53], [0.65, 2.28, -0.09], [1.39, 1.30, 1.18], [-1.32, 1.22, -0.04], [-0.62, -0.35, 0.26], [-0.56, 0.06, 2.65], [-0.65, 1.78, 2.41], [-3.01, 1.29, 1.37], [-2.81, 1.39, 3.08], [-3.19, -0.82, 3.56], [-2.48, -2.65, 2.53], [-1.35, -1.65, 1.69], [-3.72, -3.13, 0.76], [-2.25, -2.78, -0.11], [-4.43, -1.86, -1.00], [-5.67, -0.71, 0.30], [-4.59, 0.50, 0.27], [-5.14, 0.13, 2.53], [-5.07, -1.60, 2.27], [1.24, -0.87, 2.48], [1.82, 0.71, 4.25], [3.46, 0.06, 5.99], [4.48, -2.20, 5.93], [3.89, -3.79, 4.17], [7.52, -4.82, 2.07], [6.77, -4.73, 3.31], [6.16, -4.65, 4.28], [7.09, -5.57, 1.41], [7.52, -3.87, 1.54], [8.56, -5.10, 2.27], [1.84, 0.63, -5.18], [2.77, -0.26, -4.52], [3.47, -1.00, -3.99], [1.07, 0.97, -4.49], [2.35, 1.51, -5.57], [1.35, 0.13, -6.02], [-1.24, 3.42, -3.24], [0.21, 3.33, -3.38], [1.35, 3.26, -3.46], [-1.51, 4.21, -2.55], [-1.72, 3.62, -4.20], [-1.64, 2.49, -2.85], [-2.41, 6.65, 0.29], [-2.11, 5.25, 0.05], [-1.83, 4.15, -0.14], [-3.48, 6.85, 0.18], [-2.11, 6.95, 1.29], [-1.89, 7.29, -0.43], [1.50, -4.00, -4.30], [1.19, -4.61, -3.02], [0.95, -5.07, -1.99], [2.40, -4.43, -4.73], [0.68, -4.15, -5.01], [1.67, -2.93, -4.18], [-1.77, 4.45, -8.07], [-2.49, 4.40, -6.81], [-3.07, 4.36, -5.82], [-2.10, 3.66, -8.74], [-1.92, 5.40, -8.57], [-0.70, 4.32, -7.90], [-6.67, 8.17, 1.87], [-5.50, 8.60, 1.12], [-4.58, 8.94, 0.53], [-7.12, 9.02, 2.39], [-7.42, 7.75, 1.21], [-6.40, 7.42, 2.61]]
}



Record 3
{
  "formula": "C48H84O21S5",
  "method": "the ωB97M-V functional and the def2-TZVPD basis",
  "orbital_gap_ev": 8.210,
  "total_charge": 0,
  "homo_energy_ha": -0.312,
  "e_lumo_ha": -0.0102,
  "symbols": ["C", "S", "O", "C", "H", "H", "H", "H", "H", "H", "C", "S", "O", "C", "H", "H", "H", "H", "H", "H", "C", "S", "O", "C", "H", "H", "H", "H", "H", "H", "C", "S", "O", "C", "H", "H", "H", "H", "H", "H", "C", "S", "O", "C", "H", "H", "H", "H", "H", "H", "C", "C", "C", "C", "C", "C", "H", "H", "H", "H", "H", "H", "O", "C", "O", "C", "C", "C", "H", "H", "H", "H", "H", "H", "O", "C", "O", "C", "C", "C", "H", "H", "H", "H", "H", "H", "O", "C", "O", "C", "C", "C", "H", "H", "H", "H", "H", "H", "O", "C", "O", "C", "C", "C", "H", "H", "H", "H", "H", "H", "O", "C", "O", "C", "C", "C", "H", "H", "H", "H", "H", "H", "O", "C", "O", "C", "C", "C", "H", "H", "H", "H", "H", "H", "O", "C", "O", "C", "C", "C", "H", "H", "H", "H", "H", "H", "O", "C", "O", "C", "C", "C", "H", "H", "H", "H", "H", "H"],
  "positions_angstrom": [[0.12, -2.04, -7.47], [-0.07, -2.28, -5.59], [0.86, -3.30, -4.91], [0.54, -0.59, -5.04], [0.03, -3.08, -7.76], [1.06, -1.50, -7.60], [-0.76, -1.44, -7.68], [1.59, -0.52, -5.33], [0.40, -0.43, -3.97], [0.07, 0.26, -5.55], [6.18, -1.78, 0.94], [5.60, -2.83, -0.50], [6.88, -3.35, -1.20], [5.17, -4.32, 0.48], [7.24, -1.84, 1.16], [5.74, -2.11, 1.88], [5.83, -0.75, 0.82], [4.85, -5.15, -0.14], [4.48, -4.11, 1.30], [6.03, -4.66, 1.04], [0.59, 4.91, -4.37], [0.79, 3.16, -4.95], [-0.25, 2.25, -4.36], [2.37, 2.53, -4.09], [-0.33, 5.40, -4.70], [1.35, 5.50, -4.88], [0.72, 4.98, -3.29], [2.64, 3.10, -3.20], [3.22, 2.81, -4.72], [2.38, 1.44, -4.12], [3.35, 1.79, 4.42], [2.94, 0.89, 2.90], [4.01, 1.33, 1.89], [3.13, -0.81, 3.45], [2.88, 2.77, 4.46], [4.43, 1.87, 4.53], [2.98, 1.18, 5.25], [2.66, -1.51, 2.76], [2.61, -1.05, 4.38], [4.15, -1.19, 3.51], [-4.56, -0.29, 5.67], [-4.18, -1.96, 6.27], [-4.95, -2.91, 5.30], [-2.38, -2.03, 5.86], [-3.93, 0.33, 6.31], [-5.64, -0.20, 5.77], [-4.27, -0.12, 4.63], [-2.16, -2.13, 4.80], [-1.96, -2.93, 6.32], [-1.73, -1.31, 6.36], [5.17, 0.11, -4.01], [5.39, 1.09, -3.05], [4.68, 1.15, -1.87], [3.67, 0.25, -1.74], [3.39, -0.72, -2.70], [4.22, -0.87, -3.78], [5.72, 0.08, -4.93], [6.14, 1.80, -3.38], [4.87, 2.02, -1.26], [3.21, 0.25, -0.77], [2.63, -1.47, -2.52], [4.18, -1.77, -4.38], [-3.36, 3.45, 0.88], [-2.77, 4.08, -0.01], [-3.28, 4.15, -1.31], [-2.50, 4.91, -2.15], [-1.72, 5.78, -1.22], [-1.57, 4.99, 0.11], [-3.00, 5.38, -2.99], [-1.87, 4.27, -2.77], [-2.09, 6.77, -0.96], [-0.75, 6.00, -1.66], [-1.69, 5.73, 0.90], [-0.62, 4.47, 0.28], [2.61, -6.00, 4.42], [1.53, -5.79, 3.83], [0.41, -6.16, 4.35], [-0.65, -6.04, 3.44], [-0.01, -5.87, 2.05], [1.32, -5.35, 2.39], [-1.14, -5.11, 3.71], [-1.26, -6.95, 3.49], [-0.46, -5.04, 1.51], [-0.07, -6.87, 1.62], [1.42, -4.28, 2.23], [2.13, -5.88, 1.89], [-1.90, 1.47, 4.72], [-2.19, 2.60, 4.32], [-3.44, 3.18, 4.60], [-3.42, 4.53, 4.35], [-1.96, 5.04, 4.08], [-1.19, 3.72, 3.87], [-3.91, 5.05, 5.18], [-4.01, 4.71, 3.46], [-1.61, 5.44, 5.03], [-1.82, 5.85, 3.36], [-0.25, 3.98, 4.36], [-0.87, 3.63, 2.83], [2.71, -5.39, -1.15], [1.60, -5.83, -1.35], [1.19, -7.11, -0.91], [0.04, -7.42, -1.65], [-0.63, -6.16, -2.17], [0.50, -5.07, -2.12], [-0.68, -8.01, -1.08], [0.31, -8.12, -2.44], [-1.50, -5.92, -1.55], [-1.03, -6.25, -3.18], [0.38, -4.08, -1.67], [0.79, -4.99, -3.17], [-5.21, 1.11, -1.18], [-5.39, 0.60, -0.09], [-5.13, -0.67, 0.07], [-5.13, -1.09, 1.42], [-5.86, 0.05, 2.08], [-5.71, 1.27, 1.20], [-4.08, -1.21, 1.68], [-5.78, -1.92, 1.72], [-5.58, 0.37, 3.08], [-6.88, -0.33, 2.11], [-5.14, 2.07, 1.67], [-6.72, 1.69, 1.20], [1.35, 4.19, -0.73], [2.03, 4.12, 0.27], [1.66, 4.66, 1.39], [2.65, 4.81, 2.37], [3.85, 4.56, 1.57], [3.53, 3.81, 0.39], [2.49, 4.12, 3.20], [2.70, 5.84, 2.74], [4.57, 3.95, 2.12], [4.45, 5.44, 1.34], [3.30, 2.75, 0.47], [4.07, 4.07, -0.53], [-0.51, -2.40, 0.82], [-0.69, -1.20, 0.54], [-1.89, -0.72, 0.37], [-1.84, 0.67, 0.15], [-0.45, 1.14, 0.44], [0.30, -0.10, 0.53], [-2.45, 1.19, 0.88], [-2.16, 0.93, -0.86], [-0.46, 1.81, 1.30], [-0.02, 1.75, -0.36], [0.97, -0.05, 1.38], [0.90, -0.34, -0.35], [-5.98, -0.26, -5.49], [-5.00, -0.42, -4.75], [-4.95, -1.47, -3.88], [-3.74, -1.62, -3.33], [-2.88, -0.43, -3.80], [-3.78, 0.53, -4.59], [-3.18, -2.42, -3.81], [-3.84, -1.67, -2.25], [-2.07, -0.77, -4.45], [-2.46, -0.03, -2.88], [-3.39, 0.89, -5.55], [-4.09, 1.37, -3.98]]
}



Record 4
{
  "formula": "C36H23I2N5OPdS",
  "method": "the ωB97M-V functional and the def2-TZVPD basis",
  "orbital_gap_ev": [5.623, 5.650],
  "multiplicity": 5,
  "total_charge": 2,
  "s_squared": 6.0590,
  "homo_energy_ha": [-0.438, -0.474],
  "relative_energy_kcal_mol": 20.8,
  "e_lumo_ha": [-0.2319, -0.2668],
  "symbols": ["Pd", "C", "C", "C", "C", "C", "C", "C", "C", "C", "C", "C", "C", "C", "C", "C", "N", "H", "H", "H", "H", "H", "H", "H", "H", "H", "H", "I", "C", "C", "C", "I", "C", "C", "C", "C", "N", "C", "C", "O", "H", "H", "H", "H", "N", "C", "C", "C", "C", "C", "C", "S", "N", "C", "C", "C", "C", "C", "C", "N", "H", "H", "H", "H", "H", "H", "H", "H", "H"],
  "positions_angstrom": [[0.68, 0.12, -0.23], [1.28, 1.79, 3.85], [2.24, 2.75, 3.57], [2.70, 2.93, 2.28], [2.21, 2.14, 1.24], [1.24, 1.17, 1.52], [0.79, 0.99, 2.82], [2.66, 2.31, -0.16], [3.54, 3.33, -0.58], [3.89, 3.44, -1.89], [3.36, 2.53, -2.84], [3.67, 2.60, -4.22], [3.12, 1.70, -5.09], [2.24, 0.71, -4.62], [1.92, 0.62, -3.29], [2.48, 1.54, -2.37], [2.17, 1.45, -1.05], [0.93, 1.65, 4.86], [2.64, 3.36, 4.37], [3.46, 3.68, 2.10], [0.05, 0.23, 3.05], [3.93, 4.03, 0.15], [4.56, 4.22, -2.21], [4.34, 3.37, -4.57], [3.35, 1.75, -6.14], [1.80, 0.01, -5.32], [1.24, -0.14, -2.93], [-0.86, 4.79, -2.34], [-2.18, 3.71, -1.19], [-3.39, 4.22, -0.79], [-4.26, 3.50, 0.04], [-6.01, 4.42, 0.63], [-3.96, 2.17, 0.46], [-4.72, 1.39, 1.38], [-4.21, 0.18, 1.85], [-3.07, -0.34, 1.26], [-2.45, 0.33, 0.23], [-2.77, 1.63, -0.03], [-1.79, 2.37, -0.78], [-0.66, 1.89, -1.01], [-3.67, 5.22, -1.09], [-5.63, 1.78, 1.79], [-4.70, -0.35, 2.66], [-1.49, 0.08, 0.08], [-0.68, -3.97, 1.39], [-2.05, -4.23, 1.09], [-2.48, -5.47, 0.68], [-3.81, -5.64, 0.32], [-4.70, -4.57, 0.35], [-4.27, -3.31, 0.76], [-2.95, -3.18, 1.14], [-2.22, -1.74, 1.87], [-0.77, -1.67, 1.01], [-0.11, -2.79, 1.03], [1.34, -2.81, 0.62], [2.15, -3.90, 0.89], [3.48, -3.87, 0.49], [3.95, -2.77, -0.19], [3.08, -1.71, -0.42], [1.81, -1.72, -0.01], [-0.09, -4.79, 1.39], [-1.79, -6.31, 0.62], [-4.16, -6.61, 0.01], [-5.73, -4.71, 0.06], [-4.95, -2.47, 0.80], [1.79, -4.77, 1.43], [4.12, -4.71, 0.70], [4.97, -2.71, -0.53], [3.40, -0.81, -0.93]]
}



Record 5
{
  "formula": "C16H24Cl5N3ORhS",
  "method": "the ωB97M-V functional and the def2-TZVPD basis",
  "orbital_gap_ev": 6.270,
  "total_charge": 3,
  "homo_energy_ha": -0.627,
  "relative_energy_kcal_mol": 0.0,
  "e_lumo_ha": -0.3963,
  "symbols": ["Rh", "N", "C", "C", "C", "N", "C", "C", "N", "C", "H", "H", "H", "H", "H", "H", "H", "H", "H", "H", "H", "H", "H", "H", "H", "H", "Cl", "C", "C", "C", "Cl", "C", "Cl", "C", "Cl", "C", "Cl", "O", "S", "C", "C", "C", "C", "H", "H", "H", "H", "H", "H", "H", "H"],
  "positions_angstrom": [[-0.16, 0.75, -0.31], [1.72, 0.61, 4.55], [1.35, 0.20, 3.13], [0.37, -0.96, 3.20], [0.02, -1.52, 1.82], [-0.89, -0.61, 1.04], [1.27, -1.85, 1.01], [2.26, -0.70, 0.96], [1.78, 0.38, 0.03], [2.60, -0.16, 2.35], [0.89, 0.94, 5.06], [2.40, 1.37, 4.56], [2.11, -0.17, 5.08], [0.88, 1.09, 2.71], [-0.54, -0.68, 3.73], [0.82, -1.78, 3.76], [-0.54, -2.44, 1.98], [-1.54, -0.14, 1.67], [-1.44, -1.21, 0.42], [0.99, -2.16, 0.00], [1.76, -2.71, 1.47], [3.19, -1.06, 0.52], [2.10, 0.14, -0.91], [2.25, 1.26, 0.25], [3.28, 0.70, 2.26], [3.16, -0.94, 2.86], [-1.49, 1.97, 3.07], [-0.75, 3.01, 1.88], [-0.23, 2.48, 0.71], [0.19, 3.39, -0.23], [0.61, 2.56, -1.75], [0.19, 4.77, -0.11], [0.72, 5.76, -1.37], [-0.28, 5.27, 1.12], [-0.28, 6.95, 1.38], [-0.76, 4.39, 2.10], [-1.38, 5.02, 3.56], [-0.47, -0.88, -1.64], [-0.29, -0.85, -3.21], [-0.21, -2.61, -3.66], [-1.46, -2.93, -4.48], [-2.57, -2.02, -3.95], [-1.95, -0.63, -3.89], [-0.20, -3.12, -2.69], [0.73, -2.79, -4.17], [-1.71, -3.98, -4.39], [-1.28, -2.72, -5.54], [-2.90, -2.34, -2.96], [-3.45, -2.02, -4.60], [-2.47, 0.10, -3.28], [-1.80, -0.21, -4.89]]
}



Record 6
{
  "formula": "C3H6NOS",
  "method": "the ωB97M-V functional and the def2-TZVPD basis",
  "orbital_gap_ev": 6.870,
  "total_charge": -1,
  "homo_energy_ha": -0.102,
  "smiles": "N[C@H](C=O)C[S-]",
  "relative_energy_kcal_mol": 42.0,
  "e_lumo_ha": 0.1501,
  "symbols": ["N", "C", "C", "O", "C", "S", "H", "H", "H", "H", "H", "H"],
  "positions_angstrom": [[1.21, -0.70, -0.65], [-0.16, -0.59, -0.07], [-0.87, 0.48, -0.92], [-2.04, 0.47, -1.40], [-0.10, 0.01, 1.43], [0.35, 1.76, 1.31], [1.11, -0.71, -1.65], [1.65, 0.13, -0.38], [-0.63, -1.57, -0.23], [-0.09, 1.21, -1.25], [0.66, -0.46, 1.92], [-1.10, -0.03, 1.88]]
}



no.,DFT total energy (Eh),M (g mol⁻¹)
1,-2454.571848,413.27
2,-2195.576533,637.99
3,-5450.038353,1157.51
4,-2855.541579,933.91
5,-3672.317342,586.63
6,-646.098865,104.15